ORCA calculation (ωB97M-V with the def2-TZVPD basis set) on an isolated ion of composition C5H12I2N and charge +1 in a non-equilibrium geometry.

Geometry (Å):
C  2.01  2.25  0.13
C  0.70  -0.19  1.67
C  1.74  0.91  -0.38
C  0.68  0.04  0.23
C  -1.81  -1.47  -1.11
N  -3.27  -1.89  -0.71
I  3.62  -0.33  -0.28
I  -1.41  0.61  -0.41
H  1.84  2.38  1.24
H  2.96  2.53  -0.22
H  1.35  2.94  -0.30
H  -0.04  -0.88  2.03
H  1.68  -0.66  1.86
H  0.57  0.77  2.22
H  1.71  0.96  -1.45
H  0.54  -0.77  -0.45
H  -1.96  -1.15  -2.16
H  -3.37  -2.75  -0.19
H  -3.67  -1.17  -0.13
H  -3.85  -2.11  -1.59

Summary:
Lowest unoccupied orbital energy = -4.251 eV
Energy = -23060.431 eV
Frontier orbital gap = 8.21 eV
E_HOMO = -0.458 hartree
Total charge = +1